15
Properties=species:S:1:pos:R:3:forces:R:3 method="wB97M-V/def2-TZVPD" homo_lumo_gap_ev=9.3 energy_ev=-9406.6449 lumo_ev=0.5398 total_charge=0 e_above_lowest_ev=3.1873
C -1.407 1.053 -0.339 0.0 -0.1 0.0
C -0.013 0.558 0.013 0.1 0.1 0.1
C 0.200 -0.175 1.321 -0.1 0.1 0.0
O 1.601 -0.615 1.169 0.2 -0.1 -0.2
C 2.000 -0.715 -0.069 -0.3 0.0 0.3
C 0.734 -0.413 -0.900 0.1 0.2 -0.1
O 0.102 -1.692 -0.955 0.0 -0.1 0.0
H -1.725 1.801 0.398 0.0 -0.2 -0.1
H -1.379 1.555 -1.313 0.0 -0.1 0.1
H -2.163 0.263 -0.381 0.2 0.0 0.0
H -0.409 -1.080 1.397 0.1 0.2 0.1
H 0.139 0.409 2.239 0.1 0.0 -0.1
H 0.639 1.444 0.055 -0.1 -0.1 0.0
H 0.907 -0.039 -1.914 0.1 0.0 0.2
H 0.777 -2.352 -0.721 -0.2 0.0 -0.2



60
Properties=species:S:1:pos:R:3:forces:R:3 method="wB97M-V/def2-TZVPD" homo_lumo_gap_ev=9.0 energy_ev=-376451.3499 lumo_ev=-0.2151 smiles=N#COB1OBOB(CCCCN)O1.ClC(Cl)(Cl)Cl.ClC(Cl)(Cl)Cl.ClC(Cl)(Cl)Cl.ClC(Cl)(Cl)Cl.ClC(Cl)(Cl)Cl.ClC(Cl)(Cl)Cl.ClC(Cl)(Cl)Cl total_charge=0
N -1.575 4.684 -2.564 5.3 -2.0 -2.0
C -0.575 4.234 -3.076 -3.3 0.6 -1.6
O 0.283 3.625 -4.049 -2.8 -0.2 3.9
B 0.108 2.187 -3.838 1.0 -1.7 -0.3
O -1.139 1.537 -3.535 3.1 -0.5 -0.2
B -0.992 0.108 -3.365 1.0 -0.5 0.9
O 0.179 -0.538 -2.773 -0.9 3.9 -1.0
B 1.160 0.518 -2.690 0.7 -0.5 -0.4
C 2.066 0.903 -1.403 0.2 -0.1 0.1
C 2.418 -0.379 -0.449 -0.4 1.0 -0.1
C 1.476 -0.390 0.864 0.5 1.0 -0.4
C 2.267 0.211 2.134 0.0 0.3 -0.5
N 1.755 -0.332 3.433 0.2 0.5 -1.1
O 1.303 1.351 -3.896 -2.9 1.3 2.0
H -1.889 -0.597 -3.686 0.1 0.1 0.3
H 1.475 1.714 -0.816 0.9 -1.3 -0.7
H 3.031 1.442 -1.746 -1.6 -0.9 0.4
H 2.249 -1.344 -1.047 0.5 1.6 1.0
H 3.530 -0.229 -0.165 -1.8 -0.7 -0.4
H 0.622 0.358 0.641 1.0 -1.7 0.4
H 1.080 -1.460 1.035 0.6 1.8 0.0
H 2.166 1.361 2.194 0.2 -1.7 -0.6
H 3.380 0.002 1.961 -1.5 0.1 0.6
H 1.554 0.462 4.054 -0.2 -0.8 -0.3
H 0.922 -0.903 3.243 0.4 0.6 0.5
Cl -0.273 -3.017 7.961 -0.4 -0.4 -1.0
C 0.087 -1.746 6.770 0.3 -0.2 0.0
Cl 1.838 -1.685 6.479 -0.4 0.0 0.1
Cl -0.757 -2.108 5.249 0.4 0.1 0.3
Cl -0.466 -0.174 7.392 0.0 -0.1 -0.2
Cl -5.063 -2.686 2.762 0.2 -0.1 0.2
C -4.249 -3.577 4.067 -0.1 0.0 0.1
Cl -3.974 -2.488 5.444 -0.3 -0.2 -0.3
Cl -5.271 -4.936 4.582 0.2 0.2 -0.1
Cl -2.692 -4.198 3.478 -0.3 0.1 0.0
Cl 3.586 -3.337 -2.034 0.2 0.0 -0.3
C 4.326 -2.476 -3.400 0.0 -0.1 0.0
Cl 3.493 -0.924 -3.658 0.3 -0.3 -0.2
Cl 6.041 -2.173 -3.048 -0.3 0.0 -0.1
Cl 4.189 -3.469 -4.866 0.0 0.2 0.3
Cl -3.525 3.156 -4.592 -0.2 -0.2 -0.3
C -4.080 1.970 -5.791 0.0 0.2 0.0
Cl -3.897 2.649 -7.423 0.0 0.0 0.4
Cl -3.109 0.484 -5.658 -0.5 0.3 -0.4
Cl -5.789 1.587 -5.497 0.3 0.0 -0.1
Cl -2.879 -1.456 -11.734 0.0 0.3 0.1
C -3.149 0.115 -10.949 0.0 0.0 0.0
Cl -3.647 -0.143 -9.263 0.1 -0.1 -0.4
Cl -1.645 1.060 -10.983 -0.2 -0.1 0.0
Cl -4.424 0.999 -11.814 0.2 -0.1 0.1
Cl -0.356 2.467 2.390 0.0 0.3 0.0
C -0.007 4.162 1.986 0.0 0.1 -0.1
Cl 1.695 4.521 2.350 -0.2 -0.1 0.0
Cl -0.315 4.434 0.257 0.0 -0.1 0.4
Cl -1.055 5.226 2.948 0.2 -0.2 -0.2
Cl 0.898 -1.248 9.927 0.7 0.4 1.2
C 1.702 -2.152 11.227 0.0 0.1 -0.1
Cl 1.970 -1.079 12.618 0.0 -0.2 -0.2
Cl 0.677 -3.517 11.720 0.1 0.2 -0.1
Cl 3.264 -2.765 10.642 -0.3 0.1 0.1



20
Properties=species:S:1:pos:R:3:forces:R:3 method="wB97M-V/def2-TZVPD" homo_lumo_gap_ev=10.1 energy_ev=-8827.9913 lumo_ev=0.9510 smiles=C[C@H](CN)NCN total_charge=0 e_above_lowest_ev=1.4213
C -1.227 -0.764 -0.033 1.9 1.1 -0.4
C 0.321 -0.477 -0.146 -0.8 0.3 1.0
C 1.038 -1.253 0.950 1.0 -1.2 -0.8
N 1.139 -2.707 0.691 0.0 0.3 -0.3
N 0.685 0.955 0.042 -1.2 -1.3 0.0
C 0.084 1.778 -0.996 -0.7 2.4 0.7
N -0.520 3.057 -0.421 0.5 -1.1 0.3
H -1.375 -1.777 0.322 -0.4 -0.2 -0.4
H -1.615 -0.061 0.703 -0.3 0.0 0.0
H -1.573 -0.525 -1.036 -1.0 -0.5 0.3
H 0.602 -0.720 -1.171 0.6 -0.5 0.2
H 0.586 -1.179 1.934 -0.3 0.6 0.1
H 2.063 -0.880 1.012 -0.1 0.1 0.1
H 0.276 -3.202 0.874 -0.1 0.1 0.2
H 1.292 -2.815 -0.303 0.2 -0.3 -0.1
H 0.220 1.114 0.936 0.2 0.7 0.0
H -0.788 1.401 -1.530 0.6 -1.0 -0.4
H 0.888 2.121 -1.633 0.0 -0.3 -0.6
H -0.623 2.839 0.566 0.0 0.5 0.1
H -1.473 3.096 -0.761 0.0 0.2 0.0



12
Properties=species:S:1:pos:R:3:forces:R:3 method="wB97M-V/def2-TZVPD" homo_lumo_gap_ev=9.6 energy_ev=-17044.8135 lumo_ev=0.8922 total_charge=0 e_above_lowest_ev=0.9538
C -1.071 1.077 0.276 -0.2 -0.6 1.0
C -0.944 -0.221 0.596 -0.9 0.8 -0.1
N -0.624 -1.188 -0.334 -1.0 2.0 -4.4
O 2.428 -1.141 -0.091 -0.7 0.2 -0.2
O 1.411 1.123 -0.382 1.2 0.1 1.1
P 1.518 -0.364 -0.981 1.5 -0.7 -0.8
H -0.880 1.640 -0.617 0.0 -0.7 -0.7
H -1.262 1.764 1.057 -0.5 0.3 1.0
H -1.141 -0.609 1.578 0.1 0.2 0.4
H -1.007 -1.058 -1.323 0.7 0.0 2.1
H -0.336 -2.106 -0.262 0.4 -2.0 1.4
H 1.907 1.083 0.484 -0.6 0.3 -0.9



12
Properties=species:S:1:pos:R:3:forces:R:3 method="wB97M-V/def2-TZVPD" homo_lumo_gap_ev=7.7 energy_ev=-12804.0160 lumo_ev=-4.9626 total_charge=+1 e_above_lowest_ev=4.4728
C 0.196 0.754 0.108 0.7 -1.7 -4.3
C 2.508 -1.066 0.312 0.3 0.8 -0.1
C -0.563 -0.455 -0.528 -0.1 3.1 2.3
N -0.301 1.532 0.940 -1.7 1.1 3.2
I 4.220 -0.022 -0.070 -0.4 -0.2 0.1
H 1.011 1.169 -0.494 0.5 -0.6 0.7
H 2.856 -2.097 0.326 0.1 -0.4 0.1
H -1.599 -0.422 -0.102 0.9 -0.8 -0.6
H 0.057 -1.303 -0.453 0.2 -1.3 0.7
H -0.509 -0.201 -1.551 -0.5 0.3 -1.4
H 0.094 2.355 1.412 0.3 -0.3 -0.9
H -1.181 1.258 1.358 -0.2 -0.1 0.3



18
Properties=species:S:1:pos:R:3:forces:R:3 method="wB97M-V/def2-TZVPD" homo_lumo_gap_ev=9.2 energy_ev=-7319.6999 lumo_ev=0.8034 smiles="C=CC.NCN" total_charge=0 e_above_lowest_ev=3.3288
C -2.365 4.621 2.362 0.3 -1.0 -0.5
C -2.914 4.339 1.164 -1.9 0.3 -0.6
C -3.351 5.330 0.098 1.5 0.9 -0.4
H -2.798 4.269 3.294 0.7 -1.2 -0.1
H -1.357 5.009 2.395 -0.4 1.7 0.3
H -3.469 3.437 0.887 -0.6 -0.1 1.5
H -3.957 6.118 0.548 0.0 -0.2 0.4
H -2.538 5.903 -0.369 -0.1 -0.2 -0.3
H -4.015 4.883 -0.638 0.4 -0.2 -0.2
N 1.899 -4.376 -1.473 0.2 0.6 -0.9
C 2.830 -4.864 -0.466 1.5 0.1 0.8
N 3.957 -5.605 -1.020 0.0 -0.4 -0.3
H 2.286 -4.700 -2.357 -0.4 -0.6 0.1
H 1.950 -3.382 -1.691 0.0 0.2 1.0
H 3.339 -4.186 0.233 -0.4 1.1 -0.8
H 2.341 -5.436 0.303 -0.6 -1.0 -0.3
H 3.660 -6.354 -1.638 -0.2 -0.2 0.3
H 4.503 -5.006 -1.632 0.1 0.2 0.3



Copy entry 2 word for word.
60
Properties=species:S:1:pos:R:3:forces:R:3 method="wB97M-V/def2-TZVPD" homo_lumo_gap_ev=9.0 energy_ev=-376451.3499 lumo_ev=-0.2151 smiles=N#COB1OBOB(CCCCN)O1.ClC(Cl)(Cl)Cl.ClC(Cl)(Cl)Cl.ClC(Cl)(Cl)Cl.ClC(Cl)(Cl)Cl.ClC(Cl)(Cl)Cl.ClC(Cl)(Cl)Cl.ClC(Cl)(Cl)Cl total_charge=0
N -1.575 4.684 -2.564 5.3 -2.0 -2.0
C -0.575 4.234 -3.076 -3.3 0.6 -1.6
O 0.283 3.625 -4.049 -2.8 -0.2 3.9
B 0.108 2.187 -3.838 1.0 -1.7 -0.3
O -1.139 1.537 -3.535 3.1 -0.5 -0.2
B -0.992 0.108 -3.365 1.0 -0.5 0.9
O 0.179 -0.538 -2.773 -0.9 3.9 -1.0
B 1.160 0.518 -2.690 0.7 -0.5 -0.4
C 2.066 0.903 -1.403 0.2 -0.1 0.1
C 2.418 -0.379 -0.449 -0.4 1.0 -0.1
C 1.476 -0.390 0.864 0.5 1.0 -0.4
C 2.267 0.211 2.134 0.0 0.3 -0.5
N 1.755 -0.332 3.433 0.2 0.5 -1.1
O 1.303 1.351 -3.896 -2.9 1.3 2.0
H -1.889 -0.597 -3.686 0.1 0.1 0.3
H 1.475 1.714 -0.816 0.9 -1.3 -0.7
H 3.031 1.442 -1.746 -1.6 -0.9 0.4
H 2.249 -1.344 -1.047 0.5 1.6 1.0
H 3.530 -0.229 -0.165 -1.8 -0.7 -0.4
H 0.622 0.358 0.641 1.0 -1.7 0.4
H 1.080 -1.460 1.035 0.6 1.8 0.0
H 2.166 1.361 2.194 0.2 -1.7 -0.6
H 3.380 0.002 1.961 -1.5 0.1 0.6
H 1.554 0.462 4.054 -0.2 -0.8 -0.3
H 0.922 -0.903 3.243 0.4 0.6 0.5
Cl -0.273 -3.017 7.961 -0.4 -0.4 -1.0
C 0.087 -1.746 6.770 0.3 -0.2 0.0
Cl 1.838 -1.685 6.479 -0.4 0.0 0.1
Cl -0.757 -2.108 5.249 0.4 0.1 0.3
Cl -0.466 -0.174 7.392 0.0 -0.1 -0.2
Cl -5.063 -2.686 2.762 0.2 -0.1 0.2
C -4.249 -3.577 4.067 -0.1 0.0 0.1
Cl -3.974 -2.488 5.444 -0.3 -0.2 -0.3
Cl -5.271 -4.936 4.582 0.2 0.2 -0.1
Cl -2.692 -4.198 3.478 -0.3 0.1 0.0
Cl 3.586 -3.337 -2.034 0.2 0.0 -0.3
C 4.326 -2.476 -3.400 0.0 -0.1 0.0
Cl 3.493 -0.924 -3.658 0.3 -0.3 -0.2
Cl 6.041 -2.173 -3.048 -0.3 0.0 -0.1
Cl 4.189 -3.469 -4.866 0.0 0.2 0.3
Cl -3.525 3.156 -4.592 -0.2 -0.2 -0.3
C -4.080 1.970 -5.791 0.0 0.2 0.0
Cl -3.897 2.649 -7.423 0.0 0.0 0.4
Cl -3.109 0.484 -5.658 -0.5 0.3 -0.4
Cl -5.789 1.587 -5.497 0.3 0.0 -0.1
Cl -2.879 -1.456 -11.734 0.0 0.3 0.1
C -3.149 0.115 -10.949 0.0 0.0 0.0
Cl -3.647 -0.143 -9.263 0.1 -0.1 -0.4
Cl -1.645 1.060 -10.983 -0.2 -0.1 0.0
Cl -4.424 0.999 -11.814 0.2 -0.1 0.1
Cl -0.356 2.467 2.390 0.0 0.3 0.0
C -0.007 4.162 1.986 0.0 0.1 -0.1
Cl 1.695 4.521 2.350 -0.2 -0.1 0.0
Cl -0.315 4.434 0.257 0.0 -0.1 0.4
Cl -1.055 5.226 2.948 0.2 -0.2 -0.2
Cl 0.898 -1.248 9.927 0.7 0.4 1.2
C 1.702 -2.152 11.227 0.0 0.1 -0.1
Cl 1.970 -1.079 12.618 0.0 -0.2 -0.2
Cl 0.677 -3.517 11.720 0.1 0.2 -0.1
Cl 3.264 -2.765 10.642 -0.3 0.1 0.1